The following is a quantum chemistry calculation of C18H16N5O4RuS2 as an isolated structure, from the OMol25 dataset.

Multiplicity: 2
Energy relative to the best compared isomer or geometry (same formula, charge and spin), kcal/mol: 0.00
Highest occupied orbital energy (spin up / spin down), eV: -7.6 / -7.7
E_LUMO (spin up / spin down), eV: -0.206 / -0.923
Charge: 0

Last column: Löwdin charge in e.
Element x y z (Å)
1 Ru -0.018 0.559 0.659  1.135
2 O 1.420 -3.255 0.617  0.075
3 C 0.796 -2.215 0.625  -0.577
4 O 1.305 -1.017 0.616  -0.208
5 C -0.726 -2.217 0.731  -0.167
6 C -1.579 -3.304 0.704  0.027
7 C -2.940 -3.072 0.871  -0.022
8 C -3.418 -1.781 1.081  0.029
9 C -2.510 -0.741 1.099  -0.160
10 N -1.217 -0.996 0.918  -0.057
11 C -2.811 0.739 1.328  -0.569
12 O -3.932 1.101 1.590  0.093
13 O -1.747 1.497 1.255  -0.180
14 H -1.171 -4.294 0.556  0.127
15 H -3.632 -3.903 0.843  0.113
16 H -4.466 -1.563 1.227  0.127
17 N 0.569 0.479 2.838  -0.013
18 N 1.712 -0.273 3.234  -0.058
19 C 2.905 -0.112 2.585  -0.947
20 N 3.698 -1.208 2.654  0.099
21 S 3.389 1.305 1.893  0.684
22 H 0.592 1.372 3.322  0.074
23 H -0.223 -0.028 3.226  0.114
24 H 1.478 -1.202 3.545  0.138
25 H 3.264 -2.119 2.652  0.099
26 H 4.549 -1.137 2.121  0.093
27 C 0.591 3.545 2.263  -0.053
28 C 1.126 3.487 0.865  -0.340
29 C 1.935 4.562 0.431  -0.016
30 C 2.409 4.589 -0.841  0.012
31 C 2.016 3.580 -1.747  -0.156
32 C 2.387 3.602 -3.110  -0.039
33 C 1.915 2.638 -3.954  -0.075
34 C 1.056 1.634 -3.478  -0.105
35 C 0.687 1.572 -2.155  -0.575
36 S -0.443 0.364 -1.582  0.711
37 C 1.200 2.545 -1.253  -0.215
38 N 0.833 2.474 0.076  0.013
39 H 0.334 4.576 2.502  0.092
40 H 1.368 3.225 2.962  0.061
41 H -0.310 2.943 2.359  0.051
42 H 2.169 5.349 1.135  0.119
43 H 3.049 5.394 -1.183  0.123
44 H 3.034 4.394 -3.465  0.112
45 H 2.189 2.647 -5.001  0.106
46 H 0.667 0.892 -4.163  0.104



The following is a quantum chemistry calculation of C18H16N7O3RuS2 as an isolated structure, from the OMol25 dataset.

Multiplicity: 1
Energy relative to the best compared isomer or geometry (same formula, charge and spin), kcal/mol: 27.34
Highest occupied orbital energy, eV: -10.2
E_LUMO, eV: -5.549
Charge: +1

Last column: Löwdin charge in e.
Element x y z (Å)
1 Ru 2.986 -1.032 -0.810  1.123
2 N 6.290 -0.445 1.840  0.100
3 C 5.121 -0.613 1.207  -0.843
4 S 5.160 -1.635 -0.234  0.585
5 N 4.071 -0.024 1.705  0.010
6 N 2.903 -0.266 0.997  -0.173
7 C 1.814 0.035 1.613  -0.036
8 C 0.436 -0.243 1.239  -0.114
9 C -0.429 -0.157 2.285  -0.007
10 C -1.743 -0.735 2.271  -0.027
11 C -2.127 -1.517 1.251  0.044
12 C -1.352 -1.624 0.013  -0.272
13 C -0.036 -0.789 -0.064  -0.218
14 O 1.014 -0.616 -2.300  -0.045
15 H 7.127 -0.872 1.489  0.095
16 H 6.334 0.149 2.651  0.118
17 H 1.965 0.462 2.600  0.145
18 H -0.080 0.284 3.210  0.130
19 H -2.360 -0.645 3.155  0.121
20 H -3.034 -2.106 1.317  0.134
21 H -1.071 -2.866 -1.712  0.140
22 N -4.090 4.297 -1.423  0.122
23 C -3.393 3.152 -1.229  -0.315
24 C -2.574 2.988 -0.098  -0.026
25 C -1.875 1.817 0.102  -0.071
26 C -1.952 0.773 -0.826  -0.243
27 C -2.769 0.938 -1.953  -0.007
28 C -3.483 2.091 -2.155  -0.016
29 S 1.043 2.450 -1.139  0.838
30 O 2.079 2.899 -0.259  -0.393
31 O 0.815 3.155 -2.359  -0.361
32 N 2.074 0.121 -1.892  -0.065
33 C 0.949 -1.339 -1.057  -0.418
34 N -1.216 -0.429 -0.793  0.100
35 C -1.260 -2.991 -0.642  -0.068
36 C -0.152 -3.786 0.015  -0.024
37 C 1.143 -3.504 -0.130  -0.107
38 N 1.571 -2.508 -1.039  0.026
39 H -3.957 5.087 -0.818  0.104
40 H -4.598 4.450 -2.275  0.105
41 H -2.496 3.794 0.621  0.116
42 H -1.250 1.730 0.975  0.092
43 H -2.806 0.139 -2.683  0.121
44 H -4.100 2.204 -3.037  0.116
45 H -2.209 -3.519 -0.544  0.127
46 H -0.413 -4.647 0.616  0.119
47 H 1.932 -4.107 0.296  0.120



The following is a quantum chemistry calculation of a 2-piece molecular cluster, C18H16NO3 overall, from the OMol25 dataset.

Multiplicity: 1
Energy relative to the best compared isomer or geometry (same formula, charge and spin), kcal/mol: 59.80
Highest occupied orbital energy, eV: -2.9
E_LUMO, eV: 3.013
Charge: -1

Last column: Löwdin charge in e.
Element x y z (Å)
1 C 3.131 -0.089 1.902  0.037
2 C 2.632 -0.144 0.799  -0.261
3 C 2.179 -0.264 -0.526  -0.260
4 C 3.119 -1.271 -1.266  -0.080
5 C 3.704 -0.819 -2.575  -0.423
6 O 4.308 -1.545 -3.304  0.129
7 O 3.552 0.528 -2.937  0.076
8 C 2.321 0.823 -3.415  -0.554
9 C 1.956 2.255 -3.184  0.008
10 O 1.615 0.027 -3.961  0.120
11 C 0.772 -0.826 -0.511  -0.221
12 C 0.420 -1.915 0.287  -0.041
13 C -0.875 -2.410 0.242  -0.095
14 C -1.782 -1.795 -0.605  -0.205
15 N -1.511 -0.737 -1.368  0.058
16 C -0.248 -0.290 -1.299  -0.109
17 H 3.454 -0.145 2.907  -0.029
18 H 2.560 -2.175 -1.501  0.121
19 H 3.922 -1.546 -0.587  0.117
20 H 0.901 2.374 -3.397  0.080
21 H 2.560 2.919 -3.792  0.081
22 H 2.126 2.454 -2.129  0.086
23 H 1.160 -2.354 0.941  0.112
24 H -1.153 -3.250 0.860  0.090
25 H -2.791 -2.195 -0.650  0.090
26 H -0.001 0.572 -1.901  0.088
27 C -4.116 1.347 3.491  -0.117
28 C -3.809 2.127 2.384  -0.109
29 C -2.763 1.763 1.546  -0.082
30 C -2.028 0.617 1.809  -0.075
31 C -2.337 -0.164 2.913  -0.086
32 C -3.378 0.202 3.756  -0.109
33 H -4.931 1.632 4.146  0.091
34 H -4.386 3.019 2.174  0.093
35 H -2.520 2.372 0.685  0.103
36 H -1.215 0.332 1.154  0.084
37 H -1.763 -1.059 3.115  0.100
38 H -3.614 -0.406 4.621  0.093



The following is a quantum chemistry calculation of one molecule with the formula C18H16O5, from the OMol25 dataset.

Multiplicity: 1
Energy relative to the best compared isomer or geometry (same formula, charge and spin), kcal/mol: 4.23
Highest occupied orbital energy, eV: -8.3
E_LUMO, eV: 0.456
Structure (SMILES): COc1ccc(OC)c(C(=O)C[C@@H]2OC(=O)c3ccccc32)c1
Charge: 0

Last column: Löwdin charge in e.
Element x y z (Å)
1 C 4.423 2.981 0.033  -0.082
2 O 4.493 1.780 -0.703  -0.082
3 C 3.578 0.812 -0.439  -0.266
4 C 3.661 -0.348 -1.209  0.017
5 C 2.779 -1.391 -1.017  -0.007
6 C 1.765 -1.306 -0.067  -0.223
7 O 0.865 -2.310 0.173  -0.110
8 C 1.042 -3.545 -0.480  -0.075
9 C 1.671 -0.142 0.711  -0.076
10 C 0.659 0.080 1.772  -0.335
11 O 0.937 0.652 2.799  0.121
12 C -0.762 -0.383 1.498  -0.024
13 C -1.237 0.055 0.107  -0.224
14 O -0.961 1.442 -0.093  0.085
15 C -2.092 2.158 -0.301  -0.412
16 O -2.092 3.343 -0.481  0.142
17 C -3.232 1.215 -0.276  -0.074
18 C -4.589 1.435 -0.442  0.010
19 C -5.429 0.337 -0.374  -0.070
20 C -4.922 -0.937 -0.149  -0.066
21 C -3.561 -1.154 0.017  -0.009
22 C -2.722 -0.060 -0.051  -0.112
23 C 2.588 0.891 0.529  0.061
24 H 5.221 3.610 -0.358  0.093
25 H 4.587 2.806 1.100  0.098
26 H 3.461 3.482 -0.111  0.099
27 H 4.434 -0.416 -1.958  0.122
28 H 2.885 -2.273 -1.628  0.105
29 H 0.270 -4.200 -0.079  0.095
30 H 2.025 -3.974 -0.269  0.100
31 H 0.907 -3.453 -1.563  0.097
32 H -0.804 -1.470 1.562  0.128
33 H -1.407 0.051 2.266  0.142
34 H -0.692 -0.500 -0.664  0.163
35 H -4.963 2.431 -0.615  0.123
36 H -6.494 0.468 -0.497  0.104
37 H -5.600 -1.776 -0.101  0.105
38 H -3.173 -2.145 0.193  0.116
39 H 2.479 1.755 1.164  0.120



The following is a quantum chemistry calculation of an isolated ion of composition C18H17Br2Cl3N2OP and charge +1, from the OMol25 dataset.

Multiplicity: 1
Highest occupied orbital energy, eV: -10.7
E_LUMO, eV: -5.498
Structure (SMILES): C/C(Cl)=C(/Cl)c1c(/C(Br)=C(/C)Br)c[n+](P(O)Cl)nc1Cc1cccc(C)c1
Charge: +1

Last column: Löwdin charge in e.
Element x y z (Å)
1 C 1.346 1.930 -1.191  -0.128
2 C 1.503 2.305 0.397  -0.525
3 Cl 2.983 3.388 0.841  0.540
4 C 0.541 1.871 1.488  -0.512
5 Cl 0.978 2.530 3.201  0.533
6 C -0.771 0.950 1.150  -0.010
7 C -2.007 1.481 0.233  -0.081
8 C -2.095 2.942 -0.495  -0.601
9 Br -2.263 4.656 0.522  0.698
10 C -2.062 2.935 -2.013  -0.573
11 C -2.179 4.304 -2.937  -0.141
12 Br -1.885 1.198 -3.069  0.648
13 C -3.136 0.335 0.152  0.015
14 N -3.014 -0.958 0.809  -0.350
15 P -4.447 -2.072 0.627  0.693
16 O -5.745 -1.147 1.410  -0.361
17 Cl -4.174 -3.860 1.739  0.200
18 N -2.034 -1.511 1.539  0.088
19 C -0.951 -0.541 1.681  -0.067
20 C 0.339 -1.122 2.579  -0.115
21 C 1.449 -1.919 1.635  -0.132
22 C 2.337 -3.162 2.313  -0.020
23 C 3.468 -3.969 1.387  -0.052
24 C 3.799 -3.588 -0.191  -0.019
25 C 2.898 -2.360 -0.845  -0.175
26 C 3.144 -1.898 -2.404  -0.121
27 C 1.761 -1.591 0.059  0.002
28 H 2.366 1.614 -1.695  0.101
29 H 1.002 2.927 -1.746  0.104
30 H 0.488 1.139 -1.333  0.030
31 H -1.874 5.277 -2.362  0.071
32 H -1.413 4.152 -3.839  0.094
33 H -3.247 4.379 -3.460  0.113
34 H -4.108 0.579 -0.478  0.156
35 H -5.349 -0.504 2.078  0.075
36 H -0.070 -1.953 3.333  0.132
37 H 0.831 -0.301 3.252  0.094
38 H 2.138 -3.479 3.436  0.093
39 H 4.099 -4.868 1.844  0.092
40 H 4.630 -4.171 -0.818  0.107
41 H 2.766 -0.774 -2.492  0.061
42 H 2.532 -2.537 -3.172  0.087
43 H 4.297 -1.852 -2.710  0.100
44 H 1.130 -0.752 -0.455  0.056



The following is a quantum chemistry calculation of one molecule with the formula C18H17Br2N3O5S, from the OMol25 dataset.

Multiplicity: 1
Highest occupied orbital energy, eV: -8.7
E_LUMO, eV: -0.284
Structure (SMILES): O=C(N/N=C/c1cc(Br)cc(Br)c1O)c1cccc(S(=O)(=O)N2CCOCC2)c1
Charge: 0

Last column: Löwdin charge in e.
Element x y z (Å)
1 O -1.395 -0.615 3.907  0.107
2 C -0.489 -0.690 3.117  -0.426
3 N 0.366 -1.765 3.107  0.077
4 N 1.355 -1.847 2.208  0.032
5 C 2.112 -2.872 2.135  -0.047
6 C 3.184 -2.939 1.168  -0.134
7 C 3.978 -4.089 1.111  -0.085
8 C 5.014 -4.176 0.207  -0.684
9 Br 6.079 -5.748 0.147  0.735
10 C 5.299 -3.130 -0.661  -0.158
11 C 4.518 -1.994 -0.606  -0.591
12 Br 4.872 -0.533 -1.755  0.804
13 C 3.450 -1.867 0.290  -0.310
14 O 2.748 -0.735 0.272  0.031
15 C -0.165 0.312 2.049  -0.148
16 C 0.866 1.230 2.220  -0.021
17 C 1.181 2.123 1.209  -0.046
18 C 0.472 2.099 0.018  -0.041
19 C -0.556 1.191 -0.135  -0.257
20 S -1.500 1.112 -1.657  0.679
21 O -0.992 2.104 -2.563  -0.279
22 O -1.552 -0.252 -2.092  -0.273
23 N -3.015 1.506 -1.053  -0.235
24 C -4.147 0.859 -1.691  -0.165
25 C -4.542 1.603 -2.969  -0.183
26 O -4.805 2.963 -2.697  -0.125
27 C -3.668 3.604 -2.160  -0.187
28 C -3.219 2.929 -0.860  -0.162
29 C -0.889 0.299 0.864  0.010
30 H 0.201 -2.523 3.772  0.170
31 H 1.987 -3.733 2.797  0.134
32 H 3.774 -4.910 1.782  0.107
33 H 6.114 -3.198 -1.364  0.101
34 H 2.024 -0.791 0.931  0.067
35 H 1.421 1.244 3.147  0.127
36 H 1.984 2.830 1.346  0.114
37 H 0.704 2.766 -0.798  0.117
38 H -3.849 -0.164 -1.917  0.115
39 H -4.978 0.861 -0.979  0.134
40 H -5.460 1.194 -3.393  0.130
41 H -3.723 1.516 -3.699  0.131
42 H -3.961 4.640 -1.979  0.130
43 H -2.839 3.571 -2.881  0.115
44 H -2.279 3.358 -0.513  0.120
45 H -3.984 3.053 -0.086  0.135
46 H -1.695 -0.398 0.701  0.134



Which formula does entry 5 have?
C18H17Br2Cl3N2OP



Which value of multiplicity does entry 3 give?
1